1.
23
Properties=species:S:1:pos:R:3:forces:R:3 method="wB97M-V/def2-TZVPD" de_lowest_kcal_mol=31.1 multiplicity=2 e_lumo_ha="-0.1153 / -0.1389" orbital_gap_ha="0.2488 / 0.2183" e_tot_ev=-66222.7439 largest_force_ev_per_a=0.44
O 0.01778 3.78350 1.88153 0.08 0.08 -0.04
O -1.35013 0.32196 -1.70981 0.14 -0.23 -0.21
C -0.43689 2.53873 -2.10464 -0.06 0.02 0.20
C 0.24960 4.09160 -0.38020 -0.09 -0.21 -0.28
Sb -1.79316 -1.67218 2.75284 0.10 0.03 0.02
H 0.42136 6.14981 -0.95445 0.00 0.00 -0.01
S -2.84119 -0.30210 1.00874 -0.05 0.24 0.01
C -0.50563 3.59182 -3.00125 0.04 0.12 0.13
O -0.62947 5.72320 -4.66026 0.07 0.06 0.07
C 0.18208 5.14467 -1.26787 -0.02 -0.15 -0.01
H -0.79272 3.40833 -4.02620 0.00 0.00 -0.01
O 0.24338 1.76797 0.05831 0.00 0.16 0.38
S -1.95515 -3.80001 1.84267 -0.01 -0.07 0.00
N 0.61264 4.38583 1.01237 -0.09 -0.03 -0.03
Ru -0.91399 0.26091 0.14599 -0.44 -0.03 0.00
O 1.45458 5.24178 1.18632 0.01 -0.02 0.08
N -0.28951 5.98787 -3.52595 -0.12 0.03 0.04
O -0.03123 7.09860 -3.10752 0.01 -0.08 -0.09
O -0.68136 0.85925 -3.76152 -0.17 0.13 0.09
S 0.22527 -0.85938 1.64307 0.17 -0.17 -0.10
C -0.01967 2.76776 -0.77562 0.00 0.18 -0.37
C -0.81208 1.16572 -2.60951 0.37 -0.02 0.10
C -0.20132 4.87120 -2.56947 0.04 -0.07 0.02

---

2.
59
Properties=species:S:1:pos:R:3:forces:R:3 method="wB97M-V/def2-TZVPD" de_lowest_kcal_mol=86.9 e_lumo_ha=0.0148 orbital_gap_ha=0.3487 smiles="NC(N)=O.NC(N)=O.NC(N)=O.NC(N)=O.NC(N)=O.NC(N)=O.NC(N)=O.O" e_tot_ev=-44991.5821 largest_force_ev_per_a=7.70
C -1.46699 -2.48397 2.04595 0.33 1.38 -2.58
H -2.87259 -2.48753 -3.48962 -0.20 -0.47 -0.34
H 0.04158 2.42793 -0.57912 -0.14 0.29 0.06
C 2.97461 -0.29825 -3.04443 -1.00 -2.16 5.77
H 4.64603 -0.52109 -1.94532 -0.14 0.41 -0.01
H 1.01773 0.25091 -0.87782 0.70 -0.20 -0.51
H 2.05544 -0.71962 -4.75702 0.07 0.56 0.02
O -1.43330 -3.57585 1.54290 0.00 -2.74 -0.10
C 3.41315 -1.70160 1.95548 1.49 -0.21 -4.12
H 1.46624 -1.75959 1.19594 0.26 0.04 0.00
H -2.05959 0.13986 -1.11497 -0.15 -0.21 0.53
C 0.69531 4.16978 0.16683 1.62 -2.27 0.32
N -2.72942 -3.24528 -2.83739 -3.42 1.31 -6.77
H -3.26506 -4.09842 -2.91051 0.12 0.67 -0.11
O 2.20112 -0.63947 -2.14128 -1.03 0.16 -0.67
H 3.55074 -1.51662 3.98924 0.01 -0.22 -0.45
H 2.11396 -2.22196 3.27706 0.18 0.28 0.62
N 2.81221 -0.23571 -4.29526 -2.51 0.56 -6.24
H -3.20187 0.82037 0.06634 0.35 0.00 -0.13
H 0.07152 -0.74195 -0.23687 -0.22 -0.44 -0.29
H -1.21842 -1.29340 3.60066 0.25 -0.48 0.54
N -0.12404 3.42021 -0.48941 -3.33 -2.53 -2.85
H -1.40744 1.35402 -2.84355 -0.27 -0.06 -0.07
C -0.73426 1.88825 2.74266 -4.69 0.42 -1.68
N 0.20925 5.33415 0.37503 -1.87 5.83 1.24
N 2.97538 -1.70357 3.18047 -1.51 -0.02 3.36
H -2.59729 2.38458 -3.54730 0.06 0.01 0.52
C -3.03355 1.75295 -1.67379 -2.14 2.93 -0.23
H 0.38885 2.12861 4.34379 -0.48 0.70 0.60
H -1.03967 3.80966 -0.66276 -0.09 -0.95 -0.17
H 0.15926 0.85921 1.33762 0.71 -0.17 -0.36
O -1.86794 2.00051 2.16094 2.50 -0.25 1.33
H 0.58050 5.97629 1.06055 0.15 -0.32 -0.33
O 1.75496 3.74336 0.51871 3.21 -0.46 1.49
H -1.78616 -1.65331 0.33793 0.08 0.90 -0.24
H 1.09153 1.41340 2.70793 0.58 -0.65 -0.84
H -2.84026 -4.68155 -1.17614 0.23 0.34 0.26
N -2.32152 1.77986 -2.78680 2.06 -0.21 -2.92
N -0.42894 2.50011 3.88195 -0.16 0.90 0.98
O -1.16391 -2.11724 -1.70751 1.72 3.38 0.14
N -1.30867 -2.25465 3.30411 0.42 -0.15 3.58
H 4.76325 -0.04162 -3.62460 1.01 -0.20 1.08
H -1.16700 3.05650 4.28913 0.51 -0.18 0.37
O 0.40845 0.14943 -0.14658 -0.39 0.36 -0.18
H -0.71810 5.52869 0.02534 0.29 0.26 0.36
C -1.98248 -2.97544 -1.85147 1.05 -2.52 2.91
H 2.73504 -2.03070 0.06695 -0.08 0.28 0.22
N -2.18399 -3.93802 -0.98491 0.22 -2.81 3.31
O -3.88728 2.60418 -1.46474 -0.80 0.59 0.12
N -1.54703 -1.39002 1.28324 -0.53 0.43 -0.95
N 0.21942 1.08219 2.32087 1.19 -0.63 0.18
N 4.22975 -0.11270 -2.76995 4.42 1.16 0.87
H -0.92862 -3.08371 3.73807 -0.06 0.61 0.90
N -2.77777 0.79875 -0.85005 1.02 -3.04 2.13
H -1.61735 -4.05098 -0.15650 -0.06 0.29 0.17
O 4.56095 -1.56221 1.55587 0.54 0.33 0.75
N 2.44267 -1.95826 1.03099 -0.88 -0.45 -0.45
H 3.58333 0.17902 -4.79872 -0.83 -0.41 -0.66
H -1.45180 -0.45855 1.66191 -0.38 0.04 -0.48

---

3.
50
Properties=species:S:1:pos:R:3:forces:R:3 method="wB97M-V/def2-TZVPD" de_lowest_kcal_mol=0.0 e_lumo_ha=0.0071 orbital_gap_ha=0.3115 smiles="C=Cc1[nH]ccc1C.O.O.O.O.O.O.O.O.O.O.O" e_tot_ev=-31775.1990 largest_force_ev_per_a=2.36
H -2.80192 -0.98897 3.23175 -0.10 -0.13 0.06
O 0.91985 2.64360 3.41022 -0.16 0.56 0.32
H -0.22081 0.95585 -0.33388 0.18 -0.07 0.46
H -1.67000 -0.01157 3.35030 0.13 0.09 0.12
H 1.53646 2.02710 3.81769 -0.07 -0.06 -0.32
N 1.59658 -1.81044 -0.52058 -0.19 -0.14 -0.02
H -0.70279 -4.13711 -0.48102 0.42 -0.06 0.20
O -2.61309 -0.09443 3.52703 0.03 0.08 -0.27
H 2.25114 -0.44994 2.44003 -0.09 0.07 0.20
H 0.70878 1.78352 -2.55021 0.83 0.27 0.00
H -2.57986 -2.27880 -0.71004 -0.26 0.43 0.16
C 1.81306 0.93471 0.19589 -0.67 2.26 0.21
O 1.91170 0.12979 3.13299 -0.05 -0.56 0.42
C 1.25027 -3.10133 -0.74251 0.10 -0.72 1.21
H -0.83304 3.83189 -2.75097 -0.06 -0.32 -0.10
H 3.97972 -0.93800 -2.83791 -0.25 0.45 0.32
H -0.22023 -1.83756 -3.68070 -0.05 -0.02 -0.14
H -2.40232 -2.00493 1.05952 -0.21 0.07 -0.42
H 1.78163 2.02035 0.10156 0.05 -0.06 0.06
H 2.00301 -3.84155 -0.96621 -0.06 0.05 -0.25
H -2.21273 -0.60849 -0.00499 -0.48 -0.07 -0.20
C -0.59158 -1.97099 -0.06409 0.34 -0.18 -0.12
O 1.45956 1.15608 -2.59493 -0.77 -0.20 -0.70
H -2.61373 0.91363 -1.50322 -0.13 -0.05 0.06
O -0.64238 2.99781 -2.30537 0.31 0.08 -0.16
H -0.54696 -1.65574 -2.19195 0.05 0.01 -0.08
H 0.52106 2.15430 2.68726 0.13 -0.13 -0.11
C 0.48757 -1.08915 -0.12941 -0.08 -0.22 -0.21
H 3.26217 0.29110 -2.13909 -0.14 -0.07 -0.38
C -0.05846 -3.27427 -0.33806 -0.56 0.51 -1.17
H -0.77766 3.09120 -0.56626 0.02 0.34 0.28
H 1.49338 -0.46206 3.78287 0.22 0.06 -0.41
H -3.06937 1.25774 1.31122 0.24 0.24 0.12
H 2.47191 -1.40022 -0.85234 -0.22 0.02 0.04
H 0.35598 -1.98889 2.10766 -0.18 0.34 0.35
O -2.40577 0.94461 -2.45155 0.25 0.20 -0.16
O -0.60519 -1.21475 -3.05934 0.11 -0.01 0.25
H -0.92904 4.31327 0.34118 -0.10 -0.24 0.23
O -2.88000 1.50420 0.40045 -0.11 -0.20 -0.79
O -0.99190 3.34854 0.36117 0.40 0.24 -0.45
H 0.04077 -3.24506 2.78724 -0.08 -0.06 0.49
H -1.22005 2.28386 -2.65458 -0.62 0.19 0.15
H 2.82328 0.65636 0.46415 -0.28 -1.08 -0.02
C -2.07376 -1.68331 0.05612 1.20 -0.32 0.94
O 0.15368 -2.31044 3.00799 0.17 -0.23 -0.82
O 3.62749 -0.59646 -2.00157 0.47 -0.25 -0.04
H -2.27369 2.27708 0.35430 -0.41 -0.19 0.84
H 0.96473 0.31825 -2.61185 0.38 -0.03 -0.12
C 0.63457 0.35836 -0.01730 0.45 -0.81 -0.07
H -1.92550 0.13651 -2.68482 -0.10 -0.11 0.03

---

4.
46
Properties=species:S:1:pos:R:3:forces:R:3 method="wB97M-V/def2-TZVPD" de_lowest_kcal_mol=56.2 total_charge=+1 e_lumo_ha=-0.0804 orbital_gap_ha=0.3685 e_tot_ev=-24125.3765 largest_force_ev_per_a=16.85
H -2.14377 1.56200 2.50882 -3.86 -0.45 1.42
H 0.58484 4.16534 -2.15719 -0.20 0.61 -0.16
O -0.42144 -2.13845 -2.19899 -4.74 0.54 2.97
H -0.72317 0.70532 -0.17826 1.27 -0.87 0.37
H 2.57666 -4.68118 -0.20127 -0.71 2.12 -1.34
H -0.24147 -0.91377 0.40229 -0.28 1.76 -1.35
O -0.81224 -2.25946 1.12218 0.17 -0.61 -0.58
C 2.78408 0.03527 2.47363 2.30 -0.26 2.18
H -2.81499 -1.75366 0.36364 1.64 -1.18 0.33
H -0.81809 3.28348 3.48793 -3.87 5.25 1.93
H 1.98453 3.61206 -1.82601 16.05 3.26 -3.94
H -2.84847 -2.98226 1.63125 0.63 -1.98 -0.26
H -0.14234 2.01360 3.84042 2.58 -3.18 3.02
C 2.43993 -3.51845 -0.49754 -3.90 -3.66 2.91
C 1.18188 3.44699 -1.59900 -14.91 0.51 3.72
O 0.05569 0.04476 -0.03058 -0.50 -2.82 1.42
H 0.41739 -2.43627 -2.25586 4.38 -1.39 -0.90
H 2.60778 -3.96194 -2.21717 0.95 -1.95 -2.14
H 3.04655 0.61375 3.55593 -1.16 -0.63 -3.24
H -0.48613 -3.08501 1.48563 0.28 -0.07 -0.18
H 1.98261 -0.69078 2.75081 0.90 0.37 -0.52
H 0.87844 0.17107 0.54631 -0.64 1.78 -0.76
H -0.21302 -0.96852 -3.75627 0.99 1.90 -0.52
H -2.41135 -1.52417 1.94275 -0.35 2.08 1.89
O 2.22488 -3.21868 -1.84240 -1.19 1.50 1.44
H 3.81430 -0.39907 2.21274 -1.69 -0.20 0.73
O 0.80193 2.21266 -2.04853 0.15 -3.08 -1.19
O -1.31805 1.59567 2.15200 2.92 1.04 0.45
H -3.86502 1.59470 -0.08236 -1.87 0.57 0.28
H -1.82087 -0.91343 -3.05039 -0.29 -0.05 0.20
H 3.30251 -3.18723 -0.13298 3.71 2.15 1.23
H 1.01294 3.85748 -0.55846 -0.06 -1.86 -0.47
H -2.45710 2.64269 0.29796 -1.91 -1.01 -3.02
H -1.13793 -2.20223 -4.12890 -1.00 -0.44 0.35
H 2.99368 1.45353 1.19640 0.50 1.01 -0.53
H -3.41522 2.83733 -1.32750 -1.11 2.22 -2.35
H 1.27677 2.01281 -2.92268 -1.05 0.57 2.12
C -2.21590 -2.23085 1.21947 -2.26 2.23 -1.36
O -2.36779 1.04269 -1.12508 0.27 -0.03 -1.83
C -3.15788 2.14563 -0.64651 4.14 -1.99 5.94
H 1.61796 -3.21349 0.29250 1.15 -0.13 -2.13
H 0.01809 2.75781 2.28114 4.85 1.91 -3.20
C -0.49786 2.48676 3.05488 -2.57 -4.64 -3.61
C -0.96593 -1.52501 -3.28284 0.67 -0.63 -2.06
O 2.40514 0.72190 1.27069 -1.16 -0.58 1.37
H -2.71259 0.78864 -2.02259 0.75 0.29 1.34

---

5.
67
Properties=species:S:1:pos:R:3:forces:R:3 method="wB97M-V/def2-TZVPD" de_lowest_kcal_mol=6.7 total_charge=-1 e_lumo_ha=0.0675 orbital_gap_ha=0.3417 e_tot_ev=-58631.1117 largest_force_ev_per_a=1.45
H 1.83313 4.25193 -0.84939 0.28 -0.16 0.09
O -3.00475 3.94341 -1.32055 0.26 0.09 -0.14
O 5.52907 -1.58155 -1.35476 0.21 -0.19 -0.31
O -0.34747 -3.74531 -0.15949 0.14 0.30 -0.15
H -2.01193 -2.36872 -2.16746 0.06 -0.41 0.04
H -2.17714 -2.05402 2.44487 -0.22 0.01 0.11
H 3.00003 -1.38124 -1.37658 0.32 -0.26 0.00
H -0.74841 3.46869 0.80473 0.18 -0.22 -0.14
N -0.91734 -1.57050 5.34698 -0.41 -0.56 -0.70
H -3.51496 0.38120 -3.61184 0.01 0.10 0.15
H -0.58720 4.37079 4.68963 0.12 -0.19 0.24
H -0.24942 -2.77970 -0.20774 -0.15 -0.16 0.09
N -1.52296 3.20924 0.21987 0.34 0.17 0.76
C 1.63642 2.95632 -2.42675 -0.21 0.38 0.05
H 1.74192 -3.90194 0.32611 -0.06 -0.37 -0.21
H -3.73334 -0.26688 2.26359 -0.02 0.00 0.05
F -0.59508 -1.12452 0.69709 -0.20 0.14 -0.11
N 5.43499 0.29076 -2.64949 -0.07 0.35 -0.43
H 2.96496 -0.00855 -2.36031 0.10 0.12 -0.17
H -0.92307 1.63741 2.49950 0.08 -0.04 -0.03
N -2.74462 -2.62907 -2.80444 -0.01 0.64 0.15
C -3.35941 -1.63853 -3.52569 -0.47 -0.13 -0.46
H -3.20151 -0.19963 0.82851 -0.07 -0.03 -0.05
N 2.60329 -4.36219 0.07418 0.14 0.13 0.09
H -0.98576 -1.54228 6.34376 0.10 -0.17 0.05
B -0.57645 -0.15107 -0.33381 0.63 -1.04 0.53
C 4.87803 -0.73136 -1.93036 -0.23 0.11 0.76
H -2.59644 -0.23044 -2.23556 -0.14 0.42 -0.13
O -4.07355 -1.87933 -4.49373 0.16 0.02 0.17
O -3.83168 -0.66440 1.39331 0.05 -0.06 0.02
H -0.67639 -1.46092 3.03980 -0.15 -0.03 -0.48
N 1.45367 3.37002 -1.13354 0.11 -0.30 -0.18
H 1.03034 2.71941 -0.49678 -0.03 0.25 0.25
C -1.91547 -2.10015 4.54108 0.22 1.39 -0.35
H -2.88654 -3.57702 -3.09171 0.13 -0.02 -0.02
H 0.55623 1.63073 -3.60588 0.33 0.01 -0.13
H 1.42118 -3.58337 -2.02072 -0.04 -0.07 -0.19
O 0.39386 2.09450 5.35865 0.25 0.06 -0.07
N 0.96911 1.78602 -2.70546 0.35 -0.40 0.06
H 0.02819 0.56221 3.46197 -0.02 -0.04 -0.09
F -0.16445 -0.76807 -1.52057 0.03 0.05 -0.03
O -2.98157 -2.52673 4.92047 -0.06 -0.32 0.14
C -0.21338 2.35711 4.33729 -0.28 -0.03 0.34
H -0.91202 -3.86156 0.61074 -0.06 -0.08 0.03
N -1.56226 -1.88917 3.22200 0.01 -0.64 0.35
F -1.86440 0.36176 -0.51592 -0.06 0.41 0.20
H 6.40607 0.26707 -2.88859 0.07 -0.11 0.18
H -0.05733 -1.45664 4.84568 0.43 0.22 0.89
C -2.13341 4.18789 -0.50542 -1.12 -0.01 -0.54
H 2.80546 -3.77377 -3.05542 -0.20 0.08 -0.10
H 4.87947 1.06524 -2.96972 0.06 -0.09 -0.07
H -1.00392 5.59639 0.45073 0.04 0.34 -0.16
H -1.59376 2.24754 -0.07503 -0.14 0.17 -0.16
N -0.77201 3.58448 4.09844 -0.22 0.20 -0.57
O 4.18642 -4.89658 -1.44774 -0.07 -0.06 -0.01
O 2.29016 3.59441 -3.23359 -0.26 0.00 -0.17
N 3.51991 -0.64354 -1.81566 -0.50 0.28 -0.03
H -1.27410 3.75198 3.24440 -0.06 0.05 0.06
N 2.41907 -3.65015 -2.13636 0.06 0.20 0.46
N -0.46045 1.42935 3.36574 0.05 0.09 0.02
C 3.13714 -4.33741 -1.17938 0.17 -0.39 -0.24
N -1.77903 5.47297 -0.17517 0.45 -0.31 0.58
H 0.73276 1.15139 -1.95964 -0.25 0.23 -0.19
N -3.14345 -0.37219 -3.06655 0.21 -0.60 -0.04
H 2.97849 -5.09667 0.64439 -0.02 0.18 0.26
F 0.34865 0.82261 0.07290 -0.28 0.40 -0.21
H -2.08158 6.24233 -0.73959 -0.08 -0.11 -0.13